C3H11NP2S | ωB97M-V/def2-TZVPD

```
18
Properties=species:S:1:pos:R:3:lowdin_charge:R:1
H -2.497 -0.264 1.256 -0.07
C -2.604 -1.167 0.727 -0.18
C 2.639 1.272 0.961 -0.51
H -1.456 -0.037 -2.198 0.02
H -3.324 -1.044 -0.295 0.06
P 0.056 0.295 -0.352 0.33
H -2.875 -2.054 1.279 -0.05
H -0.044 -0.861 -2.551 -0.01
H 0.105 -2.162 2.406 0.01
P -0.200 -1.681 0.212 0.62
C -0.371 0.019 -2.118 -0.44
S 2.178 0.468 -0.583 0.43
H 3.093 2.249 0.610 0.04
H 3.356 0.514 1.332 0.02
H 0.705 -0.632 2.227 0.00
N 0.552 -1.515 1.760 -0.33
H 1.614 1.327 1.477 0.01
H -0.146 0.846 -2.800 0.04
```

## Properties
energy above the lowest of the compared OMol25 structures with the same formula, charge and spin = 106.8 kJ/mol
gap between HOMO and LUMO = 8.4 eV
E_LUMO = 0.54 eV

C3H11NP2Si | ωB97M-V/def2-TZVPD

```
18
Properties=species:S:1:pos:R:3:lowdin_charge:R:1
C 1.636 -0.097 1.886 -0.29
H 1.793 -1.328 -1.938 0.03
H 2.306 1.422 -1.487 0.04
H -5.313 0.198 -0.906 -0.09
P -2.721 -1.280 0.733 0.62
H 0.888 0.524 2.586 0.06
C 1.745 -1.770 -0.876 -0.26
N -3.410 0.036 0.346 -0.94
P -4.741 0.979 0.199 0.63
H -4.083 1.783 -0.647 -0.16
H 0.532 1.483 -1.647 -0.03
H 2.771 -1.977 -0.422 0.04
C 1.320 1.394 -0.950 -0.25
H 1.528 -1.081 2.239 -0.04
H 2.644 0.296 2.133 0.02
H 1.065 -2.588 -0.989 -0.02
Si 0.978 -0.252 0.100 0.64
H 1.063 2.259 -0.360 0.00
```

## Properties
energy above the lowest of the compared OMol25 structures with the same formula, charge and spin = 248.1 kJ/mol
gap between HOMO and LUMO (spin up / spin down) = 6.6 / 6.3 eV
E_LUMO (spin up / spin down) = -0.34 / -0.61 eV

C3H11NS | ωB97M-V/def2-TZVPD

```
16
Properties=species:S:1:pos:R:3:lowdin_charge:R:1
H 1.547 1.796 1.231 0.08
H -1.681 -2.823 -0.695 0.00
H -1.595 -3.696 0.848 0.02
C 0.485 1.767 0.990 -0.16
H 0.752 0.607 -2.154 0.07
H 1.851 1.579 -1.161 0.07
H 0.211 2.810 0.757 0.07
H -0.804 0.778 -0.238 0.09
H -1.770 -1.927 0.793 0.02
N 0.195 0.873 -0.125 -0.21
C 0.808 1.357 -1.360 -0.14
H 0.288 2.238 -1.763 0.07
H -0.187 1.509 1.810 0.07
H 0.743 -1.469 0.702 -0.19
C -1.319 -2.793 0.319 -0.48
S 0.476 -2.604 0.047 0.60
```

## Properties
energy above the lowest of the compared OMol25 structures with the same formula, charge and spin = 82.7 kJ/mol
SMILES = CNC.CS
gap between HOMO and LUMO = 9.4 eV
E_LUMO = 0.94 eV

C3H11NS | ωB97M-V/def2-TZVPD

```
16
Properties=species:S:1:pos:R:3:lowdin_charge:R:1
H 0.926 1.722 2.472 0.04
N 2.753 0.788 3.413 -0.18
H 3.747 -0.086 1.683 0.02
S -5.815 -0.429 -4.209 0.61
H 4.481 -0.388 3.356 0.06
H 4.861 1.066 2.414 0.11
H 2.261 -0.190 3.610 0.13
C 4.007 0.282 2.637 -0.16
H -5.403 -2.666 -3.606 0.05
H 2.075 0.983 1.308 0.09
H 2.410 2.589 2.155 0.09
H -4.981 0.509 -4.498 -0.20
H -4.634 -2.208 -5.284 0.02
H -3.879 -1.618 -3.589 0.05
C -4.798 -1.899 -4.240 -0.53
C 1.989 1.545 2.377 -0.21
```

## Properties
energy above the lowest of the compared OMol25 structures with the same formula, charge and spin = 202.5 kJ/mol
SMILES = CNC.CS
gap between HOMO and LUMO = 10.1 eV
E_LUMO = 1.06 eV

C3H11NS2 | ωB97M-V/def2-TZVPD

```
17
Properties=species:S:1:pos:R:3:lowdin_spin:R:1
H -2.137 1.184 -0.665 0.00
H -0.562 -0.157 -2.078 0.00
S 2.283 -1.562 3.155 0.45
H 0.178 -2.220 2.142 0.00
C 0.915 -2.758 2.752 0.03
S 3.077 -1.170 1.076 0.46
H -2.429 3.523 -1.560 0.00
H 1.307 -3.637 2.270 0.00
C -1.669 1.586 -1.593 0.00
H -2.461 1.329 -2.362 0.00
H 0.124 0.598 -0.652 0.00
H 0.359 -3.024 3.698 0.02
H 0.331 1.377 -2.244 0.00
N -1.573 3.012 -1.697 0.00
C -0.389 0.820 -1.615 0.00
H 3.462 -2.445 0.674 0.04
H -0.815 3.544 -1.301 0.00
```

## Properties
energy above the lowest of the compared OMol25 structures with the same formula, charge and spin = 60.4 kJ/mol
<S²> = 0.75
spin multiplicity = 2
gap between HOMO and LUMO (spin up / spin down) = 3.5 / 6.5 eV
total charge = -1
E_LUMO (spin up / spin down) = 3.26 / 3.26 eV

C3H11NS2 | ωB97M-V/def2-TZVPD

```
17
Properties=species:S:1:pos:R:3:lowdin_spin:R:1
S 5.285 -2.365 -0.342 0.33
C -3.859 1.153 -0.620 0.00
H 2.977 -1.549 0.080 0.00
H 5.419 -3.120 -2.972 0.05
H -4.401 0.262 -0.324 0.00
C -2.433 1.005 1.381 0.00
H -2.575 -0.140 1.251 0.00
H -4.541 1.595 -1.400 0.00
H 4.018 -0.200 -0.223 0.01
S 6.126 -2.235 -2.328 0.50
H -1.559 1.346 1.015 0.00
C 4.068 -1.301 0.153 0.08
H -3.385 2.751 0.776 0.00
H 3.949 -1.031 1.188 0.02
H -2.896 0.875 -0.974 0.00
H -2.631 1.194 2.557 0.00
N -3.562 1.759 0.782 0.00
```

## Properties
energy above the lowest of the compared OMol25 structures with the same formula, charge and spin = 247.1 kJ/mol
<S²> = 0.75
spin multiplicity = 2
gap between HOMO and LUMO (spin up / spin down) = 2.6 / 6.1 eV
total charge = -1
E_LUMO (spin up / spin down) = 2.60 / 2.60 eV

C3H11NS2 | ωB97M-V/def2-TZVPD

```
17
Properties=species:S:1:pos:R:3:lowdin_spin:R:1
S -2.437 0.621 1.643 0.52
C 1.489 0.810 0.192 0.00
C -1.707 -0.972 2.009 0.06
H 0.333 -0.690 -1.961 0.00
H 1.471 1.482 -1.712 0.00
H 2.011 0.104 0.843 0.00
N 1.927 0.748 -1.177 0.00
H -0.916 -1.202 1.271 0.01
H 1.819 -0.550 -2.863 0.00
S -2.226 0.599 -0.381 0.37
H -3.483 0.988 -0.710 0.02
H -2.476 -1.742 1.943 0.02
C 1.442 -0.485 -1.795 0.00
H 0.382 0.848 0.348 0.00
H 1.784 -1.340 -1.181 0.00
H -1.078 -1.014 2.884 0.00
H 1.665 1.795 0.649 0.00
```

## Properties
energy above the lowest of the compared OMol25 structures with the same formula, charge and spin = 85.9 kJ/mol
<S²> = 0.75
spin multiplicity = 2
gap between HOMO and LUMO (spin up / spin down) = 7.2 / 3.7 eV
total charge = +1
E_LUMO (spin up / spin down) = -5.10 / -8.58 eV

C3H11NSi | ωB97M-V/def2-TZVPD

```
16
Properties=species:S:1:pos:R:3:lowdin_charge:R:1
C 0.641 1.836 0.183 -0.23
H 0.107 1.872 1.166 0.02
C -2.446 -0.513 -0.325 -0.05
H -0.775 -1.988 0.272 0.02
H 0.168 2.517 -0.503 -0.02
N -0.860 -0.973 0.483 -0.17
H -2.321 -0.775 -1.372 0.03
H 1.814 -2.000 -0.069 0.02
H 0.216 0.013 -1.930 -0.01
C 2.002 -0.974 0.258 -0.21
H 1.672 2.326 0.223 0.04
Si 0.474 -0.051 -0.357 0.50
H -2.707 0.503 -0.283 0.02
H -3.290 -1.009 0.122 0.03
H 2.328 -0.818 1.227 0.00
H 2.787 -0.563 -0.316 0.00
```

## Properties
energy above the lowest of the compared OMol25 structures with the same formula, charge and spin = 114.6 kJ/mol
gap between HOMO and LUMO = 10.5 eV
E_LUMO = 1.09 eV

Copy entry 2 word for word.
C3H11NP2Si | ωB97M-V/def2-TZVPD

```
18
Properties=species:S:1:pos:R:3:lowdin_charge:R:1
C 1.636 -0.097 1.886 -0.29
H 1.793 -1.328 -1.938 0.03
H 2.306 1.422 -1.487 0.04
H -5.313 0.198 -0.906 -0.09
P -2.721 -1.280 0.733 0.62
H 0.888 0.524 2.586 0.06
C 1.745 -1.770 -0.876 -0.26
N -3.410 0.036 0.346 -0.94
P -4.741 0.979 0.199 0.63
H -4.083 1.783 -0.647 -0.16
H 0.532 1.483 -1.647 -0.03
H 2.771 -1.977 -0.422 0.04
C 1.320 1.394 -0.950 -0.25
H 1.528 -1.081 2.239 -0.04
H 2.644 0.296 2.133 0.02
H 1.065 -2.588 -0.989 -0.02
Si 0.978 -0.252 0.100 0.64
H 1.063 2.259 -0.360 0.00
```

## Properties
energy above the lowest of the compared OMol25 structures with the same formula, charge and spin = 248.1 kJ/mol
gap between HOMO and LUMO (spin up / spin down) = 6.6 / 6.3 eV
E_LUMO (spin up / spin down) = -0.34 / -0.61 eV